1.
The following is a DFT calculation (ωB97M-V/def2-TZVPD) of C32H45BF4N5O4S2V as an isolated structure.

Values from the calculation:
energy above the lowest of the compared OMol25 structures with the same formula, charge and spin = 13.13 kcal/mol
HOMO-LUMO gap (spin up / spin down) = 8.60 / 9.26 eV
spin multiplicity = 3
<S²> = 2.017
HOMO energy (spin up / spin down) = -8.3038 / -8.9876 eV

Cartesian coordinates (Å):
V  -0.00213  -0.35554  -0.80029
C  0.48805  4.17447  0.02210
C  0.10096  3.05291  0.98434
C  -0.45676  3.60613  2.28900
O  1.26788  2.26804  1.19268
C  -0.97875  2.21313  0.26476
O  -2.15746  2.54837  0.24338
O  -0.52729  1.17307  -0.34590
H  1.11353  4.90668  0.53149
H  -0.40816  4.67004  -0.35030
H  1.04440  3.76334  -0.82184
H  0.19185  4.39289  2.67211
H  -0.52929  2.81589  3.03796
H  -1.45159  4.01145  2.11225
H  1.02500  1.44172  1.63928
O  0.70668  -0.50817  1.59566
S  0.81281  -1.63619  2.59569
C  2.18361  -2.65615  1.91993
C  2.68589  -3.77365  2.79013
C  2.84365  -5.04774  2.25809
C  3.41206  -6.05846  3.01938
C  3.81124  -5.81228  4.32395
C  3.63274  -4.54892  4.86868
C  3.08172  -3.53491  4.10436
C  -0.60660  -2.71622  2.20431
C  -0.70331  -3.96800  3.03202
C  -0.54996  -3.94464  4.41569
C  -0.66053  -5.11289  5.15236
C  -0.95140  -6.31164  4.51954
C  -1.11408  -6.33936  3.14292
C  -0.98277  -5.17565  2.40185
H  2.98523  -1.92698  1.78201
H  1.84562  -3.01515  0.94875
H  2.51713  -5.24580  1.24343
H  3.54912  -7.04144  2.58723
H  4.26819  -6.59906  4.90998
H  3.92659  -4.34990  5.89168
H  2.96491  -2.54377  4.52867
H  -0.53620  -2.94326  1.14062
H  -1.47927  -2.07506  2.35346
H  -0.34048  -3.01044  4.92295
H  -0.51719  -5.08010  6.22504
H  -1.05471  -7.21897  5.10060
H  -1.34799  -7.27180  2.64544
H  -1.08406  -5.19958  1.32387
C  -3.13992  -1.30427  -4.22115
N  -2.93933  -1.60132  -2.80863
C  -2.91881  -0.74682  -1.78871
S  -2.16923  -1.32199  -0.33608
N  -3.47821  0.44472  -1.79918
C  -4.29594  1.05206  -2.83613
H  -2.51682  -1.98121  -4.79959
H  -2.83172  -0.28592  -4.44919
H  -4.17966  -1.44556  -4.52029
H  -2.47436  -2.47125  -2.59501
H  -3.22738  1.07648  -1.03226
H  -4.94587  0.31348  -3.29966
H  -3.69216  1.54045  -3.60423
H  -4.91313  1.80923  -2.35799
C  4.85083  1.03662  -1.62154
C  4.28852  -0.37371  -1.79158
C  4.84068  -1.01392  -3.06288
C  4.65590  -1.24779  -0.58241
N  2.83718  -0.27662  -2.01457
N  2.07905  0.16564  -0.89701
H  5.93754  1.00200  -1.53750
H  4.45912  1.51745  -0.72231
H  4.58279  1.64289  -2.48752
H  5.93018  -1.02074  -3.04135
H  4.50693  -0.45402  -3.93682
H  4.49031  -2.04478  -3.15481
H  5.71600  -1.50030  -0.62164
H  4.08854  -2.18194  -0.59961
H  4.48200  -0.73260  0.36588
H  2.48616  -1.18869  -2.28763
H  2.16666  1.17354  -0.81050
H  2.42411  -0.22485  -0.01612
N  -0.45463  1.37034  -8.03813
C  -0.39187  1.09513  -6.92275
C  -0.32751  0.75279  -5.53746
C  0.11275  -0.50836  -5.13814
C  0.17087  -0.82831  -3.79112
C  -0.20259  0.07281  -2.78376
C  -0.64461  1.33158  -3.22355
C  -0.70572  1.67728  -4.56424
H  0.41992  -1.22828  -5.88677
H  0.52398  -1.82010  -3.54183
H  -0.95426  2.08183  -2.50583
H  -1.03540  2.66416  -4.86668
F  0.80708  -2.18423  -0.99817
B  0.64446  -3.57706  -1.57982
F  -0.57413  -3.59893  -2.23465
F  0.69216  -4.43365  -0.49782
F  1.71989  -3.73478  -2.42764

2.
The following is a DFT calculation (ωB97M-V/def2-TZVPD) of a 8-piece molecular cluster, C32H45Br3Cl28FN5O4 overall.

Values from the calculation:
HOMO-LUMO gap = 8.08 eV
structure (SMILES) = [H]/N=C(/N)NCCCC[N@+]1(CCCF)[C@@H]([C@H](Br)CC)[C@@H](C(=O)[O-])O[C@H]([C@H](Br)[C@@H](C)Br)[C@@H]1CCN(CC)C(C)=O.ClC(Cl)(Cl)Cl.ClC(Cl)(Cl)Cl.ClC(Cl)(Cl)Cl.ClC(Cl)(Cl)Cl.ClC(Cl)(Cl)Cl.ClC(Cl)(Cl)Cl.ClC(Cl)(Cl)Cl
HOMO energy = -8.2925 eV

Cartesian coordinates (Å):
C  -2.82976  -3.99893  -1.18070
C  -1.44653  -3.45028  -0.82064
C  -1.47380  -1.96817  -0.46717
Br  -2.06809  -1.96654  1.44592
C  -0.10935  -1.32726  -0.73923
C  0.15545  -1.41870  -2.28626
C  -1.12944  -1.56226  -3.17726
O  -1.78387  -0.54484  -3.46928
O  -1.31443  -2.72179  -3.56370
O  0.93004  -0.40031  -2.90811
C  1.24941  0.76858  -2.23810
C  2.48019  1.34602  -2.94643
Br  2.94436  2.98461  -2.01914
C  2.13983  1.60684  -4.43776
C  2.79294  2.80132  -5.09822
Br  2.68739  0.02069  -5.43906
C  1.46678  0.52660  -0.74819
C  2.74418  -0.33077  -0.59969
C  3.09086  -1.31913  0.52436
N  3.05884  -2.74102  0.08355
C  4.38042  -3.09777  -0.49849
C  4.32289  -4.39710  -1.27366
C  2.84028  -3.56280  1.24389
C  2.04103  -4.81354  1.09138
O  3.32177  -3.25894  2.29071
N  0.18283  0.05370  -0.14184
C  -0.95472  0.96475  -0.54967
C  -0.70455  2.44880  -0.28540
C  -1.68004  3.33335  -1.02954
F  -2.91030  3.42361  -0.39271
C  0.26668  0.06212  1.37957
C  1.03574  1.18556  2.06510
C  2.55411  1.16545  2.21428
C  2.97123  2.30794  3.13159
N  4.43819  2.45330  3.20006
C  4.95078  3.55167  2.48129
N  5.40316  4.63138  2.95605
N  4.88087  3.34897  1.10877
H  -3.59403  -3.23204  -1.13106
H  -3.12569  -4.75828  -0.46195
H  -2.82100  -4.46269  -2.15688
H  -0.74873  -3.64027  -1.62270
H  -1.08751  -3.98820  0.04788
H  -2.30309  -1.46851  -0.94780
H  0.61004  -1.97926  -0.25061
H  0.68875  -2.34925  -2.43219
H  0.47840  1.52541  -2.40205
H  3.30480  0.64923  -2.95940
H  1.06349  1.67407  -4.54029
H  2.72462  2.66970  -6.17203
H  2.26015  3.71737  -4.87138
H  3.84624  2.88153  -4.86023
H  1.67436  1.51734  -0.37624
H  2.89282  -0.89624  -1.51545
H  3.54396  0.40297  -0.61937
H  2.53567  -1.24476  1.44217
H  4.12207  -1.10715  0.80229
H  5.09475  -3.20110  0.31982
H  4.67022  -2.28486  -1.15358
H  3.49690  -4.37861  -1.97622
H  5.23382  -4.50026  -1.85538
H  4.24114  -5.25635  -0.61909
H  1.23484  -4.83640  1.81599
H  2.71541  -5.63750  1.31338
H  1.69490  -4.95241  0.08310
H  -1.16409  0.80067  -1.60638
H  -1.86173  0.66869  -0.03620
H  0.27325  2.78446  -0.60831
H  -0.87181  2.67253  0.76184
H  -1.84233  3.00637  -2.04789
H  -1.26243  4.33504  -1.06731
H  -0.75110  0.18031  1.71540
H  0.52595  -0.92040  1.74544
H  0.64338  1.18882  3.08144
H  0.76336  2.15905  1.67739
H  2.88636  0.25469  2.69992
H  3.08128  1.32124  1.28234
H  2.52247  3.23866  2.78548
H  2.61538  2.11593  4.13920
H  4.74507  2.50330  4.15784
H  5.32515  4.63453  3.96761
H  5.15900  2.40731  0.87246
H  5.48988  4.00326  0.63690
C  0.21983  -5.00311  5.38282
Cl  1.91094  -5.12015  4.92045
Cl  -0.55556  -6.58023  5.21783
Cl  0.09197  -4.45428  7.05602
Cl  -0.59806  -3.84295  4.32378
C  -4.63942  2.76647  -4.18391
Cl  -5.09278  3.01565  -5.87641
Cl  -3.33491  1.58939  -4.08487
Cl  -4.15535  4.33412  -3.50315
Cl  -6.03911  2.16701  -3.28753
C  3.78195  5.79110  6.67334
Cl  2.60187  5.73469  5.36275
Cl  2.96400  5.59975  8.22142
Cl  4.94202  4.46486  6.46090
Cl  4.64286  7.32379  6.63382
C  -6.49778  3.70676  2.04048
Cl  -5.00791  3.54928  1.11620
Cl  -7.64191  4.72103  1.15251
Cl  -7.20014  2.10871  2.33021
Cl  -6.14822  4.48146  3.59238
C  1.15078  -7.65950  -2.42587
Cl  2.88901  -7.53956  -2.73752
Cl  0.63424  -9.33471  -2.64037
Cl  0.83126  -7.15316  -0.75389
Cl  0.27841  -6.59014  -3.49883
C  -7.17741  -2.43081  0.24245
Cl  -7.09933  -1.91911  -1.44326
Cl  -5.59595  -2.21748  0.99069
Cl  -8.36364  -1.45335  1.10870
Cl  -7.64330  -4.13109  0.32628
C  -11.16106  5.94915  -0.93807
Cl  -11.79695  7.10510  -2.10931
Cl  -12.48547  5.30079  0.03138
Cl  -10.35081  4.63534  -1.78480
Cl  -10.00371  6.76211  0.11921

3.
The following is a DFT calculation (ωB97M-V/def2-TZVPD) of a 9-piece molecular cluster, C32H45FO27 overall.

Values from the calculation:
energy above the lowest of the compared OMol25 structures with the same formula, charge and spin = 138.73 kcal/mol
HOMO-LUMO gap = 10.66 eV
structure (SMILES) = O=C1OC[C@@H](F)O1.C[C@H]1COC(=O)O1.C[C@H]1COC(=O)O1.C[C@H]1COC(=O)O1.C[C@H]1COC(=O)O1.C[C@H]1COC(=O)O1.O=C1OCCO1.O=C1OCCO1.O=C1OCCO1
HOMO energy = -10.5009 eV

Cartesian coordinates (Å):
C  -5.00367  0.08231  8.46172
C  -4.07631  1.23093  8.04632
O  -2.86197  0.54970  8.11375
C  -2.90798  -0.47722  8.93105
O  -1.96320  -1.07858  9.44786
O  -4.11525  -0.82197  9.13159
H  -5.47637  -0.36102  7.58529
H  -5.83595  0.35748  9.10956
H  -3.99901  2.04206  8.77033
H  -4.38217  1.51185  7.03854
C  1.52830  -6.69629  -4.65713
C  1.73623  -6.55394  -6.16945
O  1.07432  -5.30003  -6.44367
C  0.73753  -4.69601  -5.31470
O  0.15880  -3.61475  -5.26532
O  1.18421  -5.36912  -4.30287
H  2.50992  -6.80491  -4.19592
H  0.76971  -7.40304  -4.32077
H  1.24466  -7.34177  -6.74023
H  2.80613  -6.49566  -6.36949
C  2.87092  -6.96772  6.87757
C  2.01809  -8.16296  7.39664
O  1.24126  -8.51139  6.29228
C  1.06042  -7.43834  5.53474
O  0.14239  -7.26279  4.71096
O  2.04071  -6.48763  5.83224
H  3.84138  -7.30832  6.51663
H  2.95467  -6.26016  7.70246
H  1.49701  -7.95981  8.33221
H  2.65030  -9.04844  7.46235
C  -1.31001  4.48728  -6.78397
C  -0.08161  4.61471  -5.92194
C  0.88859  5.65826  -6.44083
O  1.09128  6.51801  -5.36814
C  0.46139  6.10583  -4.24749
O  0.59448  6.60918  -3.13695
O  -0.37450  5.10586  -4.57877
H  -1.22846  3.97695  -7.74366
H  -1.63798  5.47982  -7.09284
H  -2.03149  4.07569  -6.07816
H  0.30729  3.62559  -5.68010
H  0.41224  6.11178  -7.31002
H  1.89488  5.29873  -6.65585
C  -7.53748  -5.72210  -2.81654
C  -6.27087  -6.67659  -3.05701
C  -5.55764  -7.03916  -1.82579
O  -5.24068  -8.39950  -2.03538
C  -6.00429  -8.85970  -2.92394
O  -6.03203  -10.01924  -3.29846
O  -6.79412  -7.89566  -3.48119
H  -7.28597  -4.82605  -2.24911
H  -8.28297  -6.19203  -2.17506
H  -7.88369  -5.42785  -3.80732
H  -5.55944  -6.30269  -3.79333
H  -6.14074  -6.92184  -0.91238
H  -4.67394  -6.42583  -1.64971
C  11.14837  1.20873  -3.95177
C  9.81485  0.90084  -4.81661
C  9.55921  -0.62637  -4.97957
O  8.33522  -0.80514  -4.32869
C  7.94665  0.31140  -3.66209
O  6.99879  0.29978  -2.90281
O  8.76551  1.31628  -3.85621
H  11.29382  0.32077  -3.33659
H  11.11680  2.12637  -3.36435
H  11.95849  1.25268  -4.67968
H  9.76187  1.34738  -5.80953
H  10.29040  -1.14210  -4.35708
H  9.68520  -0.88591  -6.03070
C  -6.28526  6.18462  -0.39525
C  -6.97698  7.52737  -0.56947
C  -6.29116  8.33371  -1.69800
O  -7.28902  8.63246  -2.56934
C  -8.45897  8.05351  -2.23907
O  -9.54833  8.25234  -2.80488
O  -8.30468  7.34287  -1.07064
H  -5.23149  6.31425  -0.14857
H  -6.37093  5.60394  -1.31372
H  -6.66172  5.65273  0.47852
H  -7.03013  8.12579  0.34001
H  -5.65000  7.76239  -2.36927
H  -5.73684  9.20048  -1.33809
C  6.13939  3.57054  4.89511
C  5.12295  4.66569  5.21957
C  3.94596  4.13904  5.95632
O  3.80666  5.00742  7.03834
C  4.83884  5.83184  7.18544
O  4.99174  6.64609  8.11853
O  5.63391  5.65715  6.08567
H  6.75809  3.19978  5.71233
H  6.71211  4.12755  4.15361
H  5.58855  2.78214  4.38218
H  4.86575  5.13691  4.27093
H  3.91993  3.10587  6.30271
H  3.05881  4.25934  5.33455
C  -0.83523  0.23741  0.56449
C  -0.37792  -0.92487  1.36435
O  -1.49394  -1.18206  2.11216
C  -2.54879  -0.94211  1.32614
O  -3.65057  -1.38794  1.50449
O  -2.16897  -0.07387  0.38802
F  0.76297  -0.75453  2.05251
H  -0.26481  0.43258  -0.34360
H  -0.75779  1.19488  1.07962
H  -0.05464  -1.65192  0.61937

Number 1: calculated total energy -3986.1326 Ha. Number 2: calculated total energy -22528.1995 Ha. Number 3: calculated total energy -3377.6391 Ha.